{
  "formula": "C38H85N12O13",
  "method": "the ωB97M-V functional and the def2-TZVPD basis",
  "spin_multiplicity": 1,
  "e_tot_ha": -3134.08106,
  "lumo_ev": 1.63,
  "gap_ev": 6.032,
  "total_charge": -1,
  "symbols": ["O", "O", "O", "O", "O", "O", "O", "O", "O", "O", "O", "O", "O", "N", "N", "N", "N", "N", "N", "N", "N", "N", "N", "N", "N", "C", "C", "C", "C", "C", "C", "C", "C", "C", "C", "C", "C", "C", "C", "C", "C", "C", "C", "C", "C", "C", "C", "C", "C", "C", "C", "C", "C", "C", "C", "C", "C", "C", "C", "C", "C", "C", "C", "H", "H", "H", "H", "H", "H", "H", "H", "H", "H", "H", "H", "H", "H", "H", "H", "H", "H", "H", "H", "H", "H", "H", "H", "H", "H", "H", "H", "H", "H", "H", "H", "H", "H", "H", "H", "H", "H", "H", "H", "H", "H", "H", "H", "H", "H", "H", "H", "H", "H", "H", "H", "H", "H", "H", "H", "H", "H", "H", "H", "H", "H", "H", "H", "H", "H", "H", "H", "H", "H", "H", "H", "H", "H", "H", "H", "H", "H", "H", "H", "H", "H", "H", "H", "H"],
  "coordinates": [[-4.590, -3.659, 0.833], [-2.559, -5.667, 2.399], [10.154, 0.880, -1.606], [1.821, -0.927, 8.225], [-3.587, 1.815, 0.578], [-5.357, 0.553, -3.657], [-6.886, 0.464, -6.690], [3.381, -6.319, 5.321], [-0.424, 1.716, -2.068], [-0.745, 9.145, -5.161], [2.606, -0.604, 3.763], [4.600, 1.234, -0.283], [-0.241, 2.602, -4.152], [6.011, 1.046, -2.077], [11.096, -1.172, -1.997], [-5.100, 2.953, -3.874], [-1.274, 5.213, -3.505], [-7.431, -1.735, -6.347], [2.118, -0.202, 1.560], [-2.570, -0.207, 0.177], [-6.146, -4.177, 2.439], [1.002, 9.048, -3.677], [-0.668, -5.570, 3.682], [1.829, 1.290, 7.638], [3.383, -4.910, 7.129], [1.696, -1.567, 1.329], [-7.101, -3.202, 1.947], [7.368, 0.880, -2.558], [2.882, -3.690, 7.734], [1.030, 10.485, -3.488], [-2.670, 1.148, 0.118], [-0.681, 2.766, -2.954], [-0.712, -4.122, 3.766], [-3.622, 3.162, -3.806], [2.070, 0.742, 0.456], [-6.055, 1.747, -1.650], [-3.615, -0.967, 0.833], [0.406, -6.277, 4.351], [-4.601, 2.095, -6.298], [-4.943, -4.307, 1.801], [9.951, -1.890, -1.468], [-6.713, -2.182, -7.524], [4.320, -5.729, 7.871], [0.080, 8.512, -4.528], [-1.638, -6.215, 2.978], [11.072, 0.190, -2.009], [-6.495, -4.983, 3.589], [2.544, 0.149, 2.800], [12.227, -1.926, -2.496], [-7.440, -0.405, -6.046], [-1.444, -0.915, -0.398], [-3.110, 3.758, -2.410], [-5.583, 2.909, -5.305], [4.931, 1.163, -3.040], [-1.521, 4.074, -2.542], [3.000, -5.310, 5.885], [5.717, 1.097, -0.749], [1.953, 8.226, -2.958], [1.583, 0.242, 8.472], [-5.481, 1.716, -3.159], [-8.115, -2.713, -5.528], [1.516, 2.655, 8.008], [2.422, 1.033, 6.336], [-5.686, -5.668, 3.845], [-7.350, -3.437, 0.909], [-5.834, 0.711, -1.200], [-3.393, -2.031, 0.801], [1.810, 8.372, -1.884], [0.365, -6.054, 5.420], [0.864, -1.804, 1.998], [-4.020, 1.256, -5.762], [11.988, 0.635, -2.431], [-7.386, -3.438, -5.156], [5.247, -5.820, 7.300], [2.189, -3.178, 7.065], [-6.648, -2.208, 1.982], [-0.934, -1.475, 0.391], [4.213, 0.356, -2.873], [-5.631, 3.983, -5.729], [4.531, -5.283, 8.844], [1.816, 7.170, -3.197], [-1.810, -1.607, -1.160], [-3.257, 3.870, -4.638], [-1.655, -3.818, 4.227], [2.435, 3.247, 7.994], [-3.253, 2.933, -1.628], [1.078, 2.699, 9.006], [-7.395, -5.560, 3.361], [-3.666, 4.719, -2.094], [1.360, -5.940, 3.943], [1.815, 10.763, -2.784], [-2.093, 5.848, -3.447], [-8.007, -3.215, 2.554], [4.421, 2.118, -2.894], [2.843, 1.207, 2.872], [-8.012, -0.172, -5.133], [1.038, 0.818, 0.099], [-7.205, 1.841, -1.693], [3.724, -3.028, 7.951], [2.414, 1.728, 0.766], [-4.567, -0.775, 0.333], [-6.613, 2.407, -5.315], [-3.817, 2.789, -6.763], [11.894, -2.569, -3.315], [0.146, 7.414, -4.598], [5.318, 1.105, -4.058], [-0.665, -3.704, 2.758], [1.210, 10.970, -4.450], [-1.077, 4.425, -1.540], [-1.297, 4.865, -4.478], [-4.288, -5.071, 2.252], [9.793, -1.596, -0.428], [9.063, -1.623, -2.045], [1.381, -1.700, 0.293], [2.707, 0.378, -0.347], [1.771, 0.365, 5.771], [-1.817, 1.619, -0.400], [7.633, 1.740, -3.178], [-1.516, -7.311, 2.972], [3.895, -6.727, 8.008], [1.133, 0.550, 9.430], [2.526, -2.242, 1.551], [-7.130, -1.689, -8.407], [2.364, -3.940, 8.664], [0.060, 10.815, -3.106], [3.389, 0.545, 6.475], [2.287, -4.617, 5.410], [-8.609, -2.236, -4.681], [-5.662, -1.900, -7.431], [-5.221, 1.548, -7.096], [0.123, -3.748, 4.359], [13.010, -1.260, -2.861], [8.070, 0.806, -1.730], [-0.739, -0.218, -0.858], [-6.689, -4.324, 4.440], [7.422, -0.034, -3.157], [-3.141, 2.116, -3.904], [2.557, 1.965, 5.786], [10.115, -2.966, -1.524], [-5.560, 2.566, -1.035], [-6.795, -3.264, -7.635], [-3.694, -0.640, 1.874], [-8.864, -3.227, -6.137], [12.629, -2.542, -1.688], [6.606, 0.999, -0.104], [0.805, 3.066, 7.286], [0.317, -7.355, 4.207], [2.967, 8.528, -3.235]],
  "lowdin_charge": [0.00, -0.01, 0.00, 0.00, -0.04, 0.01, -0.01, 0.00, -0.22, 0.00, -0.03, -0.01, -0.10, -0.20, -0.20, -0.12, 0.00, -0.20, -0.17, -0.17, -0.20, -0.21, -0.19, -0.20, -0.20, -0.05, -0.05, -0.07, -0.07, -0.06, -0.34, -0.52, -0.03, -0.18, -0.05, -0.01, -0.06, -0.06, -0.12, -0.32, -0.04, -0.05, -0.05, -0.34, -0.31, -0.32, -0.07, -0.34, -0.06, -0.32, -0.05, -0.12, -0.21, -0.03, -0.29, -0.36, -0.31, -0.06, -0.34, -0.36, -0.07, -0.07, -0.04, 0.08, 0.09, 0.08, 0.05, 0.09, 0.09, 0.07, 0.08, 0.13, 0.09, 0.09, 0.08, 0.09, 0.06, 0.10, 0.12, 0.08, 0.09, 0.10, 0.13, 0.10, 0.09, 0.08, 0.08, 0.08, 0.12, 0.08, 0.08, 0.06, 0.08, 0.10, 0.13, 0.13, 0.07, 0.08, 0.09, 0.08, 0.08, 0.10, 0.07, 0.09, 0.12, 0.09, 0.09, 0.09, 0.14, 0.06, 0.09, 0.10, 0.08, 0.09, 0.07, 0.08, 0.10, 0.09, 0.13, 0.09, 0.13, 0.09, 0.09, 0.09, 0.09, 0.10, 0.12, 0.08, 0.10, 0.05, 0.08, 0.08, 0.05, 0.06, 0.08, 0.08, 0.14, 0.09, 0.09, 0.07, 0.08, 0.09, 0.08, 0.09, 0.13, 0.09, 0.09, 0.08]
}